The following is a DFT calculation (the ωB97M-V functional and the def2-TZVPD basis) of a cluster of 3 separate species, C12H31BN2O5P in total.

Positions of all 52 atoms, in Å:
P: 2.21 1.60 1.40
O: -1.17 1.90 0.76
O: 3.86 1.74 1.93
O: 1.25 -4.26 0.53
O: -4.70 2.64 -0.04
O: -0.46 0.58 -1.28
N: 1.70 -0.12 1.56
N: 1.25 2.49 2.64
C: 2.65 -1.09 0.85
C: 0.24 -0.37 1.24
C: 4.03 1.33 -2.08
C: -3.77 4.65 -0.97
C: 3.56 2.28 -3.01
C: -0.45 -4.89 -1.05
C: -4.81 4.06 -0.04
C: 4.33 0.07 -1.02
C: -6.22 4.46 -0.45
C: 2.92 -0.72 -0.72
C: 0.85 -5.30 -0.36
C: 0.69 -6.60 0.41
B: -0.44 0.70 0.20
H: 1.64 -5.41 -1.12
H: -3.82 5.75 -0.98
H: 3.08 2.85 -3.94
H: -4.62 4.40 0.99
H: 0.56 -4.16 1.20
H: -6.34 5.55 -0.44
H: 4.91 0.43 -0.07
H: -0.36 -0.26 2.27
H: -2.11 1.80 0.38
H: 0.39 -7.42 -0.25
H: 2.14 -2.15 0.86
H: 1.51 2.00 3.54
H: 4.36 2.47 1.46
H: 1.63 -6.87 0.90
H: -4.87 2.33 -0.95
H: 1.58 3.48 2.74
H: -3.91 4.29 -2.00
H: 1.81 -0.35 2.60
H: -6.96 4.02 0.22
H: -2.76 4.35 -0.67
H: -6.45 4.09 -1.46
H: 3.00 -1.75 -1.31
H: 3.65 -1.19 1.46
H: -0.78 -5.66 -1.75
H: -0.33 -0.38 -1.56
H: 2.07 -0.11 -1.24
H: -0.06 -6.49 1.20
H: 5.07 -0.64 -1.62
H: -1.25 -4.73 -0.31
H: 0.06 -1.48 0.89
H: -0.32 -3.95 -1.59

**Total charge**: +1
**HOMO energy**: -11.91 eV
**Multiplicity**: 1
**Energy relative to the best compared isomer or geometry (same formula, charge and spin)**: 57.8 kcal/mol